# C24H29AsCoN2OS

C24H29AsCoN2OS as an isolated structure at a distorted geometry (the ωB97M-V functional and the def2-TZVPD basis, the Open Molecules 2025 dataset).

Positions of all 59 atoms, in Å:
As  -0.619  -2.468  2.029
Co  -0.482  -0.355  -0.297
S  -2.700  -0.023  -0.466
O  0.148  -1.640  0.675
N  -0.349  -0.436  -2.257
N  -0.191  1.567  -0.496
C  0.766  1.641  -1.635
C  2.072  -2.963  2.835
C  1.312  -3.868  5.369
C  -2.601  1.722  -0.012
C  2.652  -3.839  4.998
C  -1.075  0.062  3.194
C  -3.217  1.010  3.747
C  -3.336  -5.558  1.563
C  0.736  -3.013  3.219
C  -3.858  -0.134  3.285
C  -3.051  -6.021  0.284
C  -3.117  -1.193  2.770
C  -1.657  -0.850  -2.836
C  -2.049  -5.430  -0.476
C  -1.620  -3.910  1.324
C  -1.422  2.399  -0.665
C  -2.612  -4.505  2.101
C  -1.321  -4.369  0.042
C  0.209  0.848  -2.789
C  -2.795  -0.026  -2.284
C  3.034  -3.372  3.747
C  -1.728  -1.089  2.736
C  -1.828  1.113  3.700
C  0.335  -3.460  4.475
H  -0.709  -3.491  4.764
H  -1.826  -5.808  -1.465
H  0.297  1.898  0.338
H  4.081  -3.333  3.478
H  -0.577  1.381  -3.322
H  -0.513  -3.929  -0.530
H  1.005  0.650  -3.506
H  -2.819  1.005  -2.636
H  -1.637  -0.765  -3.925
H  -2.520  1.699  1.080
H  3.403  -4.204  5.684
H  0.314  -1.187  -2.454
H  -1.337  1.995  4.089
H  -4.115  -6.025  2.150
H  1.713  1.215  -1.296
H  -3.595  -6.869  -0.110
H  -3.547  2.201  -0.271
H  2.362  -2.614  1.853
H  -1.280  3.378  -0.204
H  -2.813  -4.180  3.116
H  -1.587  2.571  -1.726
H  -3.617  -2.082  2.410
H  0.010  0.114  3.204
H  -1.805  -1.901  -2.588
H  -3.802  1.821  4.163
H  0.959  2.676  -1.926
H  -3.745  -0.491  -2.548
H  1.027  -4.215  6.353
H  -4.937  -0.209  3.338

Its calculated total energy is -139659.3001 eV. The highest occupied orbital energy (alpha / beta) is -17.04 / -17.04 eV. As for the net charge: +3. As for the gap between HOMO and LUMO (alpha / beta): 4.90 / 4.97 eV.